Record 1
14
Properties=species:S:1:pos:R:3:forces:R:3:nbo_charge:R:1 method="wB97M-V/def2-TZVPD" smiles=OCC[C@H]1CO1 lumo_ev=1.1 relative_energy_kcal_mol=50.2
O 1.9006 1.0639 -0.2399 -0.2989 0.1064 0.2138 -0.72
C 1.7028 -0.3278 -0.0990 -0.1390 -0.8025 0.0615 -0.05
C 0.2697 -0.7680 0.2695 0.1167 -0.0311 -0.0165 -0.46
C -0.7143 0.1347 -0.4102 -0.1506 -0.1778 0.0154 0.05
C -2.0524 0.3658 0.1277 -0.2547 -0.1201 -0.0198 -0.11
O -1.0216 1.3355 0.2999 -0.0839 0.2280 0.0572 -0.52
H 1.1700 1.5328 0.1847 0.1686 -0.0239 0.0048 0.48
H 1.9260 -0.7905 -1.0683 0.1565 0.1629 0.0879 0.16
H 2.4007 -0.7474 0.6374 0.0051 0.1140 -0.1199 0.17
H 0.1123 -1.7961 -0.0829 0.1302 0.1359 -0.0065 0.22
H 0.0730 -0.7968 1.3515 0.1347 0.2938 -0.2368 0.21
H -0.5345 0.2938 -1.4702 -0.1230 -0.0042 -0.0264 0.19
H -2.3624 -0.1623 1.0300 0.1244 0.1190 -0.0957 0.18
H -2.8699 0.6624 -0.5301 0.2140 -0.0004 0.0811 0.19

***

Record 2
9
Properties=species:S:1:pos:R:3:forces:R:3:nbo_charge:R:1 method="wB97M-V/def2-TZVPD" lumo_ev="0.5 / -0.3" relative_energy_kcal_mol=84.5
C -1.2972 -0.2408 0.8679 0.5598 -0.0455 -0.3973 -0.50
C 1.2143 -0.3026 -0.5153 -1.0900 -0.0340 0.8475 0.06
O 0.6615 -0.3221 -1.7091 -0.0057 -0.1736 -0.5895 -0.68
Br -2.0882 -1.0825 -0.5973 -0.2871 -0.0934 0.0485 0.05
Br 1.9505 -1.8837 0.2093 0.0645 -0.0512 -0.0845 0.01
H -1.1512 -0.8809 1.7174 0.1521 -0.1426 0.0856 0.19
H -1.6020 0.7787 1.0149 0.0122 0.1803 -0.0668 0.19
H 1.6758 0.6170 -0.1976 0.1332 0.0208 -0.1293 0.19
H -0.0619 -0.9912 -1.7950 0.4610 0.3393 0.2857 0.49

***

Record 3
9
Properties=species:S:1:pos:R:3:forces:R:3:nbo_charge:R:1 method="wB97M-V/def2-TZVPD" smiles="C=C([O-])C(Cl)=C=O" lumo_ev=3.4 relative_energy_kcal_mol=54.7 charge=-1
C -1.6027 -0.0930 -0.2912 -0.7639 0.2122 -1.9544 -0.77
C -0.5055 -0.4594 0.4290 0.4161 1.6165 -0.2172 0.46
O -0.4340 -1.1544 1.4203 0.5530 -1.5610 1.0195 -0.69
C 0.9235 0.4169 0.1544 -0.6048 2.0231 0.3086 -0.36
Cl 0.7898 2.1761 0.6635 0.2863 -1.2460 -0.3871 -0.09
C 2.0939 0.0033 -0.2584 -0.3846 -2.8564 -0.7434 0.60
O 2.9210 -0.7642 -0.6698 -0.6517 1.9950 0.7420 -0.51
H -2.4774 -0.7417 -0.3251 0.1473 -0.0693 0.8306 0.18
H -1.7085 0.6164 -1.1227 1.0024 -0.1141 0.4014 0.18

***

Record 4
83
Properties=species:S:1:pos:R:3:forces:R:3:lowdin_charge:R:1 method="wB97M-V/def2-TZVPD" lumo_ev="-15.7 / -15.7" relative_energy_kcal_mol=60.0 charge=+4
C 3.1568 4.9154 -1.0100 0.2377 -0.0508 -0.0498 0.01
C 2.0677 4.2246 -1.5819 0.7689 0.1669 -0.2916 -0.25
C 1.9786 4.1186 -2.9867 0.4218 0.4080 -0.0507 -0.01
C 2.9856 4.7330 -3.7656 -0.1429 0.0079 0.9541 -0.07
N 4.0057 5.4079 -3.1973 -0.1009 -0.1614 0.3629 0.11
C 4.1129 5.5071 -1.8563 -0.7054 -0.3430 -0.2225 -0.07
C 1.1092 3.7212 -0.6535 -2.0874 0.6442 1.8260 0.08
C 0.2734 3.5516 0.2604 0.1708 -0.8981 -1.5934 0.09
C -0.8943 2.8959 0.8500 3.0619 1.0685 -0.8078 -0.17
C -0.7251 1.8463 1.7819 -0.0082 0.5874 1.2317 -0.01
C -1.9043 1.1574 2.1520 0.0842 -0.0087 1.8156 -0.32
C -2.9581 1.4704 1.3849 -1.0130 0.7052 -1.4751 -0.02
C -3.2832 2.5236 0.5900 -0.5623 -1.3307 0.8586 0.07
C -2.1474 3.3137 0.4131 -0.8174 0.4844 0.0526 0.09
Hf -1.8294 -0.7775 1.2176 5.5666 -2.9238 -3.9234 1.20
P 1.0808 -0.2457 0.1063 2.3717 0.5639 -0.9905 0.95
H 1.1569 3.5935 -3.4610 0.0565 0.0731 0.0181 0.11
H 3.2224 4.9761 0.0805 0.1370 0.1415 -0.4351 0.13
H 2.9570 4.6903 -4.8723 0.0775 0.0600 0.8552 0.14
H 4.9587 6.0716 -1.4084 -0.6156 -0.4318 -0.6600 0.14
H -2.3302 4.3039 -0.0072 0.3715 -0.2616 -0.4485 0.18
H 0.2133 1.7623 2.3773 -0.7858 -0.1991 -0.7286 0.16
H -4.2680 2.6964 0.2021 -0.3517 0.4253 -0.3003 0.17
H -2.0530 0.2750 2.8787 0.5047 2.4104 0.3633 0.05
C 1.9903 -1.8623 0.1242 -1.1513 -0.4665 0.7384 -0.40
C 3.2121 -2.1358 -0.7563 0.0560 -0.0509 0.0210 -0.10
H 1.1911 -2.5925 -0.0924 0.3698 -0.1659 0.0315 0.06
H 2.2299 -2.0170 1.1947 -0.0106 -0.0096 -0.4217 0.07
H 3.5283 -3.1675 -0.5607 -0.0666 0.1910 -0.0802 0.10
H 2.9826 -2.0583 -1.8231 0.0444 -0.0076 0.1910 0.08
H 4.0585 -1.4875 -0.5116 -0.2736 -0.1723 -0.1760 0.07
C 1.3343 0.3875 -1.6304 -0.6778 -0.1201 -0.1536 -0.37
C 2.7005 0.8031 -2.1926 0.6903 0.0407 -0.0200 -0.11
H 0.6636 1.2409 -1.7148 -0.2307 0.1433 -0.0978 0.05
H 0.9300 -0.3804 -2.2883 -0.1720 -0.0755 -0.0626 0.05
H 2.6008 1.0168 -3.2716 -0.1618 -0.1344 0.4392 0.10
H 3.0972 1.7271 -1.7494 -0.1929 -0.3562 0.0197 0.06
H 3.4683 0.0213 -2.1057 -0.3620 0.3484 -0.0062 0.07
C 2.3267 0.8466 0.9870 -0.5098 0.5153 0.7195 -0.38
C 3.8546 0.6418 0.9184 0.3227 -0.1739 -0.2045 -0.10
H 2.0508 0.8140 2.0478 0.0367 0.0111 0.1257 0.04
H 2.0943 1.8718 0.6717 0.0155 -0.2480 0.0367 0.05
H 4.3686 1.4074 1.5290 -0.4829 -0.2441 -0.1967 0.10
H 4.1737 -0.3268 1.3201 -0.1380 0.1652 -0.0927 0.08
H 4.2589 0.7443 -0.0974 -0.2223 -0.0947 0.3801 0.07
Br -4.1672 -1.0617 1.0717 -2.8415 1.3980 0.9673 0.69
P -2.0026 -1.7019 -1.5093 -0.2701 -0.0986 0.9264 0.90
C -0.7945 -2.4251 -2.6656 1.0936 0.4671 0.2279 -0.38
C -1.1365 -3.7981 -3.2106 -0.2389 -0.2914 -0.1680 -0.10
H 0.1602 -2.4574 -2.1130 -0.2084 -0.1054 -0.3168 0.06
H -0.6525 -1.7033 -3.4877 -0.0747 -0.1489 0.3651 0.10
H -0.3071 -4.1652 -3.8115 0.0534 0.0572 -0.0337 0.11
H -1.3036 -4.5243 -2.4218 0.1279 -0.1363 -0.0200 0.07
H -2.0180 -3.7878 -3.8494 -0.0513 0.0646 -0.0157 0.09
C -3.0140 -3.0933 -0.8601 -0.2270 -0.4243 0.1798 -0.48
C -4.4581 -3.1525 -1.3427 -0.5977 -0.4161 -0.0960 -0.15
H -3.0758 -3.0057 0.2454 0.4156 -0.3784 -0.3567 -0.03
H -2.5090 -4.0531 -1.0297 -0.0606 0.3508 -0.0470 0.09
H -5.0437 -3.8162 -0.6958 0.1658 -0.0147 -0.1488 0.10
H -4.9763 -2.1945 -1.3283 0.1033 0.1041 -0.0965 0.04
H -4.5380 -3.5500 -2.3563 0.1011 0.0498 0.0552 0.10
C -2.9884 -0.4899 -2.4395 -0.3414 0.6341 0.2604 -0.41
C -3.3164 -0.8364 -3.8889 -0.1982 -0.1603 -0.3512 -0.10
H -2.4162 0.4530 -2.4048 0.0082 -0.2343 -0.0374 0.08
H -3.9021 -0.2788 -1.8569 0.1987 -0.1666 -0.2187 0.06
H -3.9362 -0.0436 -4.3238 0.1234 -0.1498 0.1379 0.10
H -2.4208 -0.9126 -4.5109 -0.1030 0.0036 0.1186 0.08
H -3.8762 -1.7724 -3.9783 0.0810 0.1464 0.0462 0.08
C -0.5212 -1.8355 6.2374 0.4526 -0.0158 0.5744 0.03
N -0.7975 -1.2706 4.9271 -0.2000 0.8970 -1.9910 -0.08
C -2.0246 -0.4424 4.8522 -0.2349 -0.3588 -0.1695 0.02
C -0.0006 -1.4042 3.8721 -0.3916 -0.4752 1.6030 -0.33
C 1.4511 -1.6923 4.0754 0.1869 -0.7302 0.2776 0.06
O -0.5099 -1.3087 2.6621 -0.5325 0.3769 0.2242 -0.22
H -1.4368 -1.6940 6.8080 0.3819 -0.2030 0.2768 0.11
H 0.3140 -1.2954 6.6749 -0.0828 -0.1016 0.4633 0.12
H -0.3016 -2.8967 6.1467 0.0540 0.0132 0.0742 0.13
H -1.7933 0.5837 4.5166 0.0323 -0.5402 0.4433 0.11
H -2.8097 -0.9256 4.2276 0.2708 0.2050 0.2734 0.11
H -2.4435 -0.3417 5.8565 0.0431 -0.0791 -0.2435 0.13
H 1.7519 -2.5983 3.5442 -0.0674 0.0417 -0.1231 0.12
H 2.1106 -0.8832 3.7403 -0.4129 0.1012 -0.2225 0.11
H 1.7033 -1.8514 5.1335 -0.2823 0.0855 -0.3906 0.11